Entry from the Open Molecules 2025 dataset: a 12-piece molecular cluster, C86H190N10O12 overall at a distorted geometry (ωB97M-V/def2-TZVPD).

- HOMO energy: -0.2995 Ha
- Gap between HOMO and LUMO: 8.65 eV
- M: 1556.52 g mol⁻¹
- Total energy: -4840.671007 Ha
- Lowest unoccupied orbital energy: 0.5035 eV

Each line ends with the Mulliken charge.
Positions of all 298 atoms, in Å:
C: 5.9691 3.2953 1.8153  -1.817
C: 4.5327 3.6981 1.9220  1.384
C: 3.9031 2.8584 3.0615  -1.164
C: 4.4307 5.1847 2.3020  -1.481
C: 4.8814 6.0797 1.2000  -1.006
C: 4.0887 5.7117 -0.0510  -1.622
C: 4.0475 4.2518 -0.4993  1.707
C: 2.9141 3.9753 -1.5050  -0.688
C: 5.3647 3.7368 -1.1349  -1.726
N: 3.7212 3.4762 0.7193  0.098
O: 3.8002 2.0653 0.4506  1.794
H: 6.0028 2.3322 1.2758  0.057
H: 6.6315 4.0232 1.3116  0.347
H: 6.3902 3.1333 2.7989  0.473
H: 3.9033 1.7489 2.8114  -0.339
H: 4.3707 2.9495 4.0595  0.775
H: 2.8800 3.0969 3.2039  0.012
H: 3.3077 5.2831 2.3937  0.179
H: 4.8560 5.4053 3.2177  0.609
H: 4.7396 7.1375 1.4387  0.580
H: 5.9730 6.0819 0.9991  0.400
H: 4.3520 6.2521 -0.9478  0.447
H: 3.0084 5.8209 0.1696  0.575
H: 2.9691 4.6991 -2.3329  0.968
H: 1.9885 4.1591 -0.9558  -0.340
H: 2.9828 2.9350 -1.8158  -0.716
H: 6.2292 4.1712 -0.6159  0.227
H: 5.4289 3.9794 -2.2079  0.361
H: 5.4033 2.6844 -0.9740  0.258
H: 2.8866 1.7264 0.4584  -1.094
C: 6.5809 3.0087 -4.7619  -2.098
C: 5.5431 2.0193 -5.2509  2.214
C: 6.1381 0.5920 -5.0357  -1.765
C: 4.2719 2.2480 -4.5492  -0.177
C: 3.1011 1.5273 -5.0911  1.451
C: 2.8732 1.9247 -6.5546  -1.223
C: 4.1273 1.8250 -7.4147  2.071
C: 4.4213 0.3636 -7.8398  -1.720
C: 3.9839 2.6665 -8.6581  -2.048
N: 5.3149 2.4082 -6.6201  -0.024
O: 6.4809 2.0537 -7.4012  -0.511
H: 7.4414 2.9753 -5.4074  0.532
H: 6.1595 4.0103 -4.7763  0.440
H: 6.7694 2.8269 -3.6798  0.230
H: 5.4206 -0.1233 -5.3860  0.318
H: 6.9874 0.3948 -5.6560  0.411
H: 6.3132 0.4745 -3.9735  0.330
H: 4.2792 2.0051 -3.4392  -0.843
H: 4.0602 3.2962 -4.6813  0.617
H: 3.2382 0.4719 -4.9128  -0.938
H: 2.2239 1.7269 -4.4757  -0.477
H: 2.5761 3.0223 -6.6444  0.043
H: 2.1001 1.3273 -7.0835  0.576
H: 4.4052 -0.3790 -7.0728  0.244
H: 5.3760 0.3141 -8.2862  0.502
H: 3.7319 0.0687 -8.6711  0.423
H: 3.1716 2.1774 -9.2621  0.344
H: 4.8871 2.7045 -9.2595  0.482
H: 3.7015 3.7165 -8.4878  0.362
H: 6.9424 2.9233 -7.5434  0.372
C: -4.6728 2.5896 4.9209  -1.713
C: -4.4603 1.1023 4.4357  2.290
C: -4.6908 1.1163 2.9502  -1.816
C: -3.0876 0.5232 4.8873  -0.595
C: -2.9994 0.4275 6.3884  -0.794
C: -4.0671 -0.6115 6.7917  -0.648
C: -5.5017 -0.0619 6.4763  1.042
C: -6.5009 -1.1731 6.7767  -1.897
C: -5.8676 1.0930 7.4982  -1.703
N: -5.4878 0.1968 5.0248  1.207
O: -6.7751 0.6545 4.6192  -0.652
H: -5.5992 2.9091 4.4372  0.565
H: -4.6562 2.7160 6.0238  0.325
H: -3.8877 3.2429 4.4685  0.156
H: -4.3915 0.2021 2.4607  0.092
H: -5.6517 1.5118 2.6485  0.796
H: -3.9741 1.7819 2.5737  -0.024
H: -2.8610 -0.4655 4.4144  0.055
H: -2.2866 1.1800 4.4426  -0.233
H: -2.0229 0.2759 6.8361  0.344
H: -3.2150 1.3964 6.8176  0.344
H: -4.0915 -0.8755 7.8641  0.496
H: -3.9426 -1.5127 6.1925  -0.286
H: -6.4840 -1.2564 7.8523  0.654
H: -6.1649 -2.1585 6.3259  0.013
H: -7.4304 -0.9140 6.3719  0.462
H: -6.3860 0.6618 8.3100  0.479
H: -6.5232 1.8195 7.1172  0.338
H: -4.9973 1.6245 7.8237  0.431
H: -6.9771 1.3718 5.2780  0.387
C: -6.8296 4.0725 0.8516  -1.840
C: -6.0256 3.7256 -0.4362  1.689
C: -6.5905 4.4755 -1.6886  -1.678
C: -4.5504 4.1280 -0.2468  -2.301
C: -3.6180 3.4794 -1.3299  1.085
C: -3.7976 1.9930 -1.3612  -0.098
C: -5.2622 1.4850 -1.5070  1.102
C: -5.6258 1.4539 -3.0624  -1.203
C: -5.2483 0.0920 -0.9205  -0.832
N: -6.0897 2.2396 -0.4949  1.261
O: -7.4603 1.8900 -0.7278  -0.592
H: -6.3122 3.7850 1.8144  0.137
H: -6.9935 5.1823 0.7819  0.388
H: -7.8228 3.6682 0.9933  0.418
H: -7.6236 4.1107 -1.8786  0.381
H: -6.7180 5.5458 -1.5210  0.446
H: -6.0301 4.4238 -2.6158  0.211
H: -4.6240 5.1989 -0.3214  0.661
H: -4.2573 3.9188 0.7605  0.244
H: -3.8314 3.9673 -2.2470  -0.091
H: -2.5480 3.6519 -1.1907  -0.222
H: -3.3799 1.6185 -0.4347  -0.738
H: -3.1520 1.5516 -2.1294  0.583
H: -5.3481 2.3856 -3.4668  0.169
H: -6.6501 1.2464 -3.1595  0.554
H: -4.9473 0.7247 -3.4828  -0.093
H: -4.7452 -0.6313 -1.5694  -0.290
H: -6.2085 -0.3263 -0.6878  0.656
H: -4.6474 0.1036 0.0315  -0.285
H: -7.6584 1.3252 0.0035  0.316
C: 2.0782 -4.3660 1.2186  -1.007
C: 2.1358 -5.6360 2.1018  2.802
C: 2.8203 -5.3442 3.4809  -1.980
C: 0.7251 -6.1782 2.3529  -1.700
C: 0.2256 -6.9475 1.1082  -0.284
C: 1.1885 -8.0676 0.7042  -1.596
C: 2.5498 -7.5504 0.2955  1.787
C: 3.4046 -8.7851 0.1735  -1.919
C: 2.4439 -6.8560 -1.0898  -1.334
N: 2.9216 -6.6939 1.4670  0.273
O: 4.2190 -6.1085 1.2230  -0.563
H: 1.4473 -4.5292 0.2855  -0.084
H: 1.6668 -3.5083 1.7158  0.024
H: 3.1000 -4.1451 0.8159  0.471
H: 3.0906 -6.3228 3.9740  0.464
H: 3.6802 -4.7090 3.4504  0.320
H: 2.0552 -4.8344 4.0344  0.396
H: 0.7040 -6.7925 3.2371  0.646
H: -0.0101 -5.4151 2.6447  0.120
H: -0.7416 -7.3845 1.2608  0.136
H: 0.0901 -6.2867 0.2790  0.202
H: 0.7537 -8.6208 -0.1219  0.583
H: 1.3303 -8.7589 1.5102  0.342
H: 4.2843 -8.5384 -0.4585  0.314
H: 2.8542 -9.5640 -0.3788  0.356
H: 3.6888 -9.1165 1.2359  0.397
H: 1.8949 -7.6143 -1.7450  0.391
H: 3.4495 -6.7344 -1.5398  0.379
H: 1.9033 -5.9398 -0.9522  0.097
H: 4.1139 -5.3875 0.5622  0.302
C: 1.0348 0.4997 4.5643  -0.990
C: 2.0957 -0.5197 4.3181  1.275
C: 1.6960 -1.8021 5.1140  -1.993
C: 2.3194 -0.7150 2.7886  0.283
C: 3.4615 -1.6214 2.4607  1.818
C: 4.7159 -1.0011 2.9908  -0.835
C: 4.6495 -0.7423 4.5039  1.460
C: 4.9230 -2.0079 5.2794  -1.804
C: 5.8781 0.2025 4.8820  -1.386
N: 3.4266 -0.0167 4.7879  1.416
O: 3.3382 0.4922 6.0467  -0.714
H: 1.3528 1.3275 3.9753  -0.047
H: 0.1520 0.1215 4.0923  0.221
H: 0.8028 0.8201 5.6781  0.196
H: 1.7679 -1.6690 6.2383  0.284
H: 0.6627 -1.8435 5.0320  0.799
H: 2.0587 -2.7509 4.7751  0.060
H: 1.3494 -1.1815 2.4411  -0.303
H: 2.3036 0.2861 2.3224  -0.708
H: 3.3547 -2.6252 2.8424  -0.900
H: 3.4559 -1.7550 1.3564  -0.431
H: 4.8947 -0.0859 2.3735  -0.934
H: 5.6148 -1.6361 2.9120  0.822
H: 4.2172 -2.8241 5.1236  0.217
H: 4.8511 -1.7491 6.3464  0.402
H: 5.8745 -2.4694 5.1106  0.438
H: 6.7958 -0.3790 4.6499  0.415
H: 5.7098 0.5389 5.9600  0.347
H: 5.8731 1.0713 4.2309  0.060
H: 3.0840 -0.2174 6.6836  0.393
C: -4.9586 -7.1148 3.6904  -1.722
C: -4.0424 -5.9442 3.2323  1.461
C: -2.6891 -6.1189 4.0140  -1.884
C: -3.8568 -5.9791 1.6828  -0.574
C: -5.1356 -5.5831 0.9460  -1.012
C: -5.6842 -4.2198 1.4380  -1.332
C: -5.8930 -4.2572 2.9446  2.295
C: -6.2239 -2.7894 3.3895  -2.486
C: -7.1876 -5.0557 3.1990  -1.803
N: -4.5198 -4.5512 3.5300  0.647
O: -4.6497 -4.4553 4.9670  -0.605
H: -4.3426 -8.0125 3.8585  0.446
H: -5.5040 -6.9319 4.6160  0.285
H: -5.7491 -7.3238 2.9821  0.323
H: -1.9355 -5.3516 3.8008  0.178
H: -2.8407 -6.3698 5.0817  0.415
H: -2.2552 -7.0959 3.6354  0.549
H: -3.0701 -5.1966 1.3990  -0.142
H: -3.4671 -6.9378 1.5051  0.640
H: -4.9136 -5.6278 -0.1515  0.368
H: -5.9240 -6.3081 1.0707  0.429
H: -6.7307 -4.0480 0.9340  0.363
H: -5.1069 -3.4193 1.0322  0.430
H: -6.8141 -2.7504 4.3034  0.306
H: -6.7755 -2.3569 2.6087  0.663
H: -5.3230 -2.2072 3.5177  0.245
H: -7.3192 -6.0815 2.8119  0.318
H: -8.0302 -4.5158 2.7201  0.423
H: -7.4457 -5.0911 4.2423  0.438
H: -4.0267 -3.7165 5.1462  0.289
C: -1.7495 2.6320 -7.2788  -1.932
C: -1.7292 3.3037 -5.9137  2.339
C: -3.0794 3.2257 -5.1873  -1.098
C: -0.7025 2.5654 -5.0720  -0.617
C: -0.2985 3.2351 -3.7496  2.197
C: 0.1467 4.6661 -4.0865  -2.414
C: -0.8536 5.5205 -4.8649  2.267
C: -2.0096 5.9979 -3.9857  -2.363
C: -0.2034 6.8234 -5.4063  -1.755
N: -1.2366 4.6861 -6.0036  0.257
O: -2.0728 5.4405 -6.8739  -0.549
H: -1.8618 1.5660 -7.1010  0.337
H: -2.5821 3.0412 -7.8954  0.458
H: -0.7571 2.6989 -7.7118  0.382
H: -2.9357 3.3529 -4.1217  -0.251
H: -3.8464 4.0034 -5.5456  0.374
H: -3.5337 2.1624 -5.2852  0.196
H: -1.0898 1.5560 -4.9214  -0.107
H: 0.2259 2.4912 -5.5969  -0.343
H: -1.1704 3.3275 -3.0720  -0.379
H: 0.5185 2.7741 -3.1295  -1.011
H: 1.1077 4.5916 -4.6399  0.212
H: 0.4316 5.2211 -3.2026  0.797
H: -1.6528 6.8107 -3.3412  0.519
H: -2.4372 5.2008 -3.2954  0.477
H: -2.7983 6.3898 -4.6463  0.453
H: 0.1315 6.6228 -6.4413  0.381
H: 0.7023 6.9730 -4.8225  0.368
H: -0.8399 7.6574 -5.4043  0.359
H: -1.6167 5.5096 -7.7440  0.345
C: -1.4543 -0.8492 1.2393  0.109
O: -0.1294 -1.0014 0.7873  0.634
C: 0.1370 -0.1648 -0.2759  -0.354
C: 1.3075 -0.6874 -1.0741  2.266
C: 1.3938 0.1263 -2.3461  -0.316
N: 1.2046 -2.1296 -1.3443  -0.020
H: -1.7301 -1.6801 1.8060  0.852
H: -2.2156 -0.8148 0.2632  -0.826
H: -1.6572 0.0829 1.8013  -0.127
H: -0.7284 -0.1926 -0.9526  0.020
H: 0.4852 0.8041 0.1089  -0.549
H: 2.1817 -0.4246 -0.4113  -0.613
H: 0.6177 -0.1815 -3.0412  0.617
H: 2.3526 -0.0806 -2.8318  -0.313
H: 1.3404 1.1789 -2.1012  -0.826
H: 1.4579 -2.5965 -0.4957  -0.842
H: 1.9385 -2.3826 -1.9902  0.026
C: 3.4826 -2.6372 -4.3430  -0.859
O: 3.8254 -2.1956 -3.0145  0.487
C: 4.7350 -2.9749 -2.3184  -1.475
C: 4.9184 -2.4390 -0.8971  2.530
C: 5.6690 -1.0899 -0.9394  -0.757
N: 5.4283 -3.5002 -0.0111  -0.272
H: 3.1810 -1.7989 -4.9971  0.048
H: 2.6772 -3.4228 -4.2875  0.267
H: 4.3679 -3.0748 -4.8920  0.355
H: 4.3415 -4.0466 -2.2354  0.130
H: 5.6544 -2.9771 -2.8419  0.556
H: 3.9016 -2.1933 -0.5852  -1.391
H: 6.7396 -1.2496 -0.9319  0.540
H: 5.4756 -0.5325 -0.0837  -0.299
H: 5.2791 -0.6118 -1.8340  -0.131
H: 5.9237 -3.1803 0.7891  0.141
H: 6.0691 -4.0801 -0.5272  0.286
C: -2.5921 -2.4139 -2.0047  -0.898
C: -2.1231 -2.6314 -3.4381  0.323
C: -2.5351 -1.4596 -4.3465  -0.619
O: -0.7733 -2.8983 -3.5665  -0.569
H: -2.1125 -3.1091 -1.3630  0.591
H: -3.6595 -2.5946 -1.8687  0.694
H: -2.3353 -1.3934 -1.7541  -0.417
H: -2.7394 -3.4244 -3.9028  0.353
H: -3.6213 -1.1035 -4.1271  0.089
H: -2.3977 -1.7328 -5.3720  0.577
H: -1.9127 -0.5688 -4.1067  -0.332
H: -0.3749 -2.6150 -2.7437  0.075
C: -1.2551 3.4009 1.5604  -1.526
C: 0.0651 3.7564 0.9187  2.319
C: 0.4116 5.1635 1.5277  -1.188
O: 1.0802 2.8555 1.2266  1.373
H: -1.7509 2.6190 1.1199  -0.630
H: -1.8890 4.2381 1.5737  0.811
H: -1.0894 3.1481 2.5892  0.655
H: -0.0073 4.0485 -0.1637  -0.811
H: -0.3906 5.9239 1.4620  0.482
H: 1.3231 5.5508 1.0951  0.116
H: 0.6955 4.9315 2.5719  0.244
H: 1.9080 3.2820 0.9106  -1.207

Forces on the atoms, in the same order (eV/Å):
1.2 -0.7 -0.9
0.0 0.3 1.8
0.6 -1.6 -0.3
-2.8 -1.0 -1.7
0.8 0.6 -1.2
-1.3 -0.5 -0.3
1.4 -1.3 -0.2
0.3 1.0 0.8
0.1 1.4 0.2
-0.5 -0.6 0.1
-0.1 0.0 -0.6
0.3 0.3 0.2
-0.4 -0.4 0.2
0.0 0.0 0.3
0.2 1.5 0.4
0.2 0.2 -0.7
-1.2 0.4 0.0
1.0 0.5 0.2
1.0 0.2 1.9
-0.5 -0.1 0.0
-0.4 -0.6 0.1
0.0 0.6 -0.1
0.5 0.9 -0.1
0.0 -0.5 0.0
-0.3 -0.1 -0.4
-0.2 0.1 -0.3
-0.2 0.0 -0.4
-0.1 -0.1 0.4
0.1 -0.9 -0.3
0.2 0.3 0.1
-0.5 0.3 1.5
2.0 -1.0 -0.1
-1.3 0.8 -0.3
-1.0 0.2 2.4
-1.1 -0.4 -0.8
-0.4 0.9 -0.5
1.7 -0.5 1.1
-1.3 0.6 -1.2
-1.1 -0.1 -1.0
-0.9 -0.3 -2.3
0.6 1.6 0.1
0.6 -0.1 0.3
-0.1 0.3 -0.3
0.5 -0.1 -0.8
-0.5 -0.6 0.3
0.8 0.3 0.0
0.3 -0.3 0.1
0.6 0.5 -1.2
-0.1 0.8 0.4
0.1 -0.7 -0.5
-0.2 0.4 -0.1
0.0 -1.3 0.5
0.2 0.3 0.5
-0.4 -0.3 0.7
1.2 0.0 -0.4
0.2 0.1 0.9
0.7 0.6 0.3
0.1 -0.3 0.0
0.0 -0.4 0.3
-0.8 -1.2 0.2
1.0 -0.3 -0.5
-0.6 0.1 1.6
0.7 -0.4 0.0
1.2 0.7 -1.7
-0.6 -0.3 0.5
-0.7 1.0 0.6
1.0 -0.3 0.3
2.2 -1.4 -0.5
1.1 -0.9 -1.5
-0.3 0.2 0.1
-0.2 0.8 1.2
-0.1 0.2 0.5
-0.2 0.0 -0.9
-0.4 -0.5 0.4
-0.6 -0.7 0.0
-0.2 -0.4 0.0
1.2 1.4 -0.8
-0.6 0.5 0.3
-0.7 -0.3 0.5
0.4 -0.8 -0.5
-0.5 0.4 0.1
0.4 0.1 -0.4
0.1 -0.1 0.1
-0.5 -0.4 0.3
-0.4 1.1 0.5
-1.6 0.2 -0.3
-0.3 -0.4 1.1
-1.0 1.1 -0.8
0.5 0.2 0.4
-0.1 -0.6 -1.0
0.6 1.7 0.4
-0.2 -0.9 0.0
-1.4 -0.4 0.5
-0.2 -0.4 -1.0
-0.4 0.7 1.3
-0.3 -0.3 -0.2
0.8 0.2 0.1
1.2 0.1 3.0
1.3 -0.9 0.7
0.2 0.3 -1.4
0.3 0.4 -0.8
0.0 0.5 -1.2
0.3 -0.8 0.6
-0.2 -0.4 -0.8
0.7 0.1 -0.1
0.2 0.0 0.4
0.3 -0.5 0.1
0.6 0.7 -0.2
0.4 -0.5 0.6
-0.4 0.2 -1.1
0.0 0.4 0.5
-0.1 -0.2 0.5
-0.2 -0.1 -0.2
0.0 1.2 -0.7
-1.3 -0.4 -0.5
-0.2 -0.4 -0.3
0.0 0.2 -0.1
-0.7 0.0 0.0
-0.7 0.0 -0.8
-0.3 -0.5 0.8
0.2 -0.8 -1.8
-0.2 0.3 0.1
-0.8 -1.4 -0.5
-0.6 -0.1 -0.7
0.6 -0.5 0.8
-1.0 0.8 -0.2
-1.3 0.8 0.4
1.5 0.0 0.8
0.3 -1.9 0.0
2.1 -0.3 -0.9
-0.1 -0.5 -0.3
0.5 0.1 1.3
-0.1 0.4 0.4
-1.0 0.4 0.6
-0.4 1.1 -0.5
0.6 0.2 -0.3
-0.3 0.2 0.8
0.3 -0.8 0.2
0.4 0.4 -0.4
-0.7 -0.2 0.4
0.0 0.7 -0.6
-0.1 -0.2 -0.2
0.0 -0.4 0.7
-0.1 -0.4 0.8
0.1 0.2 0.4
-0.2 0.2 -1.8
0.5 1.3 0.6
-0.6 0.3 0.3
-0.2 0.4 -0.6
0.2 -0.5 0.4
-0.2 0.9 1.6
2.5 -1.4 0.9
0.5 1.1 0.8
-3.3 -0.9 1.0
0.2 0.0 -1.1
1.1 0.4 -0.3
1.6 1.3 -0.5
-1.4 -0.7 1.2
-1.2 -0.5 0.4
-1.0 0.3 -1.5
0.1 0.1 2.1
-0.1 1.3 -0.1
-0.9 -0.2 -0.1
0.7 -0.8 -2.3
0.6 -0.2 -1.2
-2.3 -0.4 -0.4
0.7 -0.3 0.0
1.0 0.4 0.1
0.5 -0.4 0.1
-0.4 -0.2 0.4
0.4 0.1 0.6
0.1 -0.3 0.8
-0.3 0.0 -0.5
-0.3 0.1 -0.2
0.2 -0.2 -0.1
0.8 0.2 -0.2
-0.4 0.5 0.7
0.8 -0.6 -1.4
-0.1 0.2 0.0
0.2 0.3 -0.5
0.1 0.2 0.1
0.6 0.6 0.7
-0.1 -2.0 -1.1
0.4 2.6 1.3
0.3 0.0 -0.9
-2.0 -1.4 -1.8
0.4 2.0 -0.2
0.6 -1.5 0.6
-0.7 -0.5 -0.1
-1.7 -1.5 0.0
0.6 0.9 -0.1
-0.3 0.2 -0.2
0.3 0.3 0.2
0.2 -0.3 -0.4
-0.4 0.1 0.3
0.0 0.8 -0.5
-0.2 1.0 0.1
-0.8 -1.1 0.5
0.4 -1.4 -0.9
-0.3 0.5 0.8
-0.2 -0.5 0.2
1.7 -0.4 0.9
0.9 0.8 0.3
0.1 0.0 0.0
-1.0 0.8 -1.0
0.3 0.1 0.1
0.6 0.4 0.1
0.6 0.1 0.2
0.1 0.0 0.6
-0.7 -0.7 0.1
-0.5 0.4 0.2
0.0 0.8 1.3
-1.9 -1.0 -0.8
0.5 -0.7 1.3
-0.7 1.1 0.6
1.1 0.0 -0.1
-0.3 -0.2 0.0
-0.8 -0.8 0.9
1.6 -2.4 -0.7
0.5 0.2 -1.7
-0.3 0.2 -0.6
-0.5 -0.2 -0.1
0.8 -0.4 0.2
0.0 0.5 -0.5
-0.1 0.2 0.1
1.2 -1.2 0.4
0.6 1.7 -0.1
0.1 -0.1 0.1
0.6 -0.2 -0.9
0.3 -0.3 -0.2
-0.8 0.0 -1.0
-0.5 0.1 -0.2
-0.1 0.1 0.6
-0.1 -0.1 -0.1
0.5 1.0 -1.0
0.1 -0.1 0.4
-0.1 0.2 0.4
0.0 0.5 0.1
-0.8 1.1 0.1
-0.2 -0.2 1.1
-1.6 1.5 -3.1
-0.9 -0.7 1.0
0.6 -0.1 -0.8
0.7 0.2 0.7
0.9 -0.7 0.0
-0.2 0.8 -0.2
-0.3 -1.4 1.0
1.7 -0.1 2.5
0.4 -0.2 -0.2
-0.1 0.7 0.1
-0.8 0.4 -0.4
-0.1 -0.5 -0.7
-0.3 0.2 -0.1
-0.1 0.1 0.0
-0.1 0.3 -0.1
-0.3 -0.5 0.6
0.2 0.1 -0.3
0.6 -1.0 -0.3
-1.0 1.0 -1.2
-1.0 -2.1 1.0
-0.3 0.6 0.0
-0.1 -2.0 -0.9
-0.6 -0.2 -1.2
-0.2 -0.2 0.8
0.7 0.8 -0.1
-0.6 0.2 0.8
0.5 1.0 -0.1
1.3 -0.2 -0.6
-0.1 -0.1 0.2
0.4 0.0 -0.6
-0.6 1.2 1.5
0.4 0.5 0.0
0.2 0.6 0.7
0.3 -0.3 -0.1
-0.1 0.1 -0.9
-2.7 0.2 -1.2
-1.0 1.6 1.7
0.4 -0.3 -0.2
0.7 -0.5 0.8
0.0 0.3 -0.3
-0.1 0.2 0.5
0.6 -0.5 0.5
1.6 -0.9 -0.6
-0.1 0.0 -0.7
-0.1 -0.4 -0.2
0.9 0.1 0.6
1.6 0.3 0.4
-0.7 3.2 0.0
0.4 -0.9 0.8
0.0 -0.4 -0.5
-1.2 -2.1 -1.2
-0.9 1.2 -0.2
0.3 -0.2 0.7
-0.2 -1.2 0.3
0.4 -0.6 0.0
0.1 0.3 -0.3
-0.4 0.5 -0.1
0.3 0.0 0.5